No. 1
{"formula": "C16H29N2O3", "method": "ωB97M-V/def2-TZVPD", "elements": ["C", "C", "C", "O", "N", "C", "C", "C", "C", "C", "C", "C", "C", "C", "N", "H", "H", "H", "H", "H", "H", "H", "H", "H", "H", "H", "H", "H", "H", "H", "H", "H", "H", "H", "H", "H", "O", "C", "O", "C", "C", "C", "H", "H", "H", "H", "H", "H", "H", "H"], "coordinates": [[1.739, -1.897, 0.560], [1.218, -0.311, 0.571], [1.003, 0.105, -1.001], [0.474, 1.460, -1.220], [-0.743, 1.613, -0.597], [-1.875, 0.984, -1.265], [-3.378, 1.021, -0.696], [-4.691, 0.335, -1.383], [-5.513, -0.713, -0.373], [-4.617, -2.100, -0.361], [-4.641, -2.935, -1.774], [-5.198, -3.067, 0.843], [-3.406, 1.901, 0.670], [-1.986, 2.487, 1.103], [-0.651, 2.347, 0.523], [1.261, -2.509, 1.464], [1.371, -2.449, -0.426], [2.928, -1.976, 0.626], [2.125, 0.312, 0.979], [0.255, -0.259, 1.236], [2.089, 0.090, -1.498], [0.398, -0.745, -1.569], [-1.701, 0.407, -2.286], [-5.476, 1.191, -1.651], [-4.413, -0.184, -2.407], [-5.515, -0.231, 0.717], [-6.602, -0.866, -0.783], [-3.488, -1.827, -0.120], [-5.761, -2.987, -2.129], [-4.236, -4.026, -1.585], [-3.989, -2.385, -2.601], [-4.851, -4.174, 0.594], [-6.385, -3.022, 0.812], [-4.747, -2.733, 1.870], [-4.365, 2.109, 1.304], [-2.003, 3.170, 2.086], [4.765, -0.922, 0.716], [5.332, 0.157, 0.869], [4.974, 1.232, 0.131], [5.413, 2.578, 0.391], [6.730, 2.860, -0.304], [6.497, 0.283, 1.808], [5.452, 2.784, 1.465], [4.642, 3.238, -0.021], [7.530, 2.218, 0.075], [7.026, 3.903, -0.161], [6.647, 2.661, -1.377], [7.422, 0.059, 1.270], [6.371, -0.444, 2.618], [6.567, 1.258, 2.287]], "charge": 1}

***

No. 2
{"formula": "C16H29N3O5S", "method": "ωB97M-V/def2-TZVPD", "elements": ["C", "H", "H", "H", "C", "C", "H", "H", "S", "O", "O", "N", "C", "C", "H", "H", "C", "C", "O", "N", "C", "H", "C", "N", "C", "O", "O", "C", "C", "H", "H", "H", "H", "H", "C", "H", "C", "H", "H", "H", "H", "H", "H", "H", "C", "C", "H", "H", "H", "H", "H", "H", "H", "H"], "coordinates": [[4.397, 3.100, -6.235], [4.416, 2.186, -6.824], [5.285, 3.123, -5.607], [4.433, 3.947, -6.914], [3.135, 3.161, -5.380], [3.038, 1.996, -4.413], [2.984, 1.040, -4.924], [3.844, 1.991, -3.685], [1.506, 2.179, -3.459], [0.396, 2.126, -4.372], [1.627, 3.343, -2.627], [1.581, 0.814, -2.482], [1.290, 1.032, -1.082], [-0.210, 1.193, -0.844], [-0.395, 1.381, 0.215], [-0.548, 2.062, -1.415], [-0.969, -0.051, -1.332], [-0.655, -1.254, -0.447], [0.151, -2.110, -0.767], [-1.329, -1.353, 0.728], [-2.269, -0.426, 1.316], [-2.470, 0.414, 0.658], [-1.720, 0.089, 2.656], [-1.407, -1.024, 3.522], [-2.203, -1.283, 4.589], [-3.080, -0.542, 4.967], [-1.882, -2.450, 5.190], [-2.596, -2.746, 6.390], [-2.000, -2.026, 7.591], [-2.526, -2.325, 8.492], [-2.102, -0.951, 7.462], [-0.946, -2.273, 7.694], [-2.517, -3.830, 6.500], [-3.644, -2.458, 6.261], [-0.486, -1.972, 2.936], [-0.331, -2.800, 3.626], [-1.049, -2.476, 1.605], [-0.330, -3.124, 1.100], [-1.978, -3.029, 1.785], [0.468, -1.463, 2.760], [-2.463, 0.710, 3.158], [-0.807, 0.670, 2.487], [-3.210, -0.958, 1.505], [-2.047, 0.137, -1.296], [-0.598, -0.325, -2.796], [0.915, -0.356, -3.018], [1.126, -0.392, -4.087], [1.343, -1.235, -2.531], [-1.020, -1.280, -3.111], [-1.016, 0.471, -3.415], [1.818, 1.938, -0.784], [1.683, 0.176, -0.525], [2.249, 3.150, -6.017], [3.117, 4.087, -4.803]], "smiles": "CCCS(=O)(=O)N1CCC(C(=O)N2CCN(C(=O)OCC)CC2)CC1", "de_lowest_ev": 0.000}

***

No. 3
{"formula": "C16H29N5O2P2Se5TeTl", "method": "ωB97M-V/def2-TZVPD", "elements": ["Tl", "O", "C", "C", "C", "O", "C", "Se", "C", "Se", "H", "H", "H", "H", "H", "H", "H", "H", "H", "H", "C", "P", "C", "C", "C", "C", "C", "C", "C", "P", "C", "C", "H", "H", "H", "H", "H", "H", "H", "H", "H", "H", "H", "H", "H", "H", "H", "H", "Se", "Se", "Te", "Se", "N", "N", "N", "C", "N", "N", "H", "H", "H"], "coordinates": [[-0.687, -0.479, 0.234], [-3.289, 1.430, 5.678], [-2.270, 2.025, 4.898], [-2.003, 1.321, 3.545], [-3.272, 1.437, 2.685], [-4.392, 0.759, 3.258], [-1.652, -0.138, 3.849], [-1.988, -1.494, 2.453], [-0.824, 2.063, 2.900], [-0.736, 2.199, 0.937], [-4.011, 1.217, 5.066], [-1.359, 2.004, 5.505], [-2.512, 3.077, 4.689], [-3.077, 1.050, 1.687], [-3.541, 2.491, 2.580], [-4.247, -0.184, 3.079], [-2.249, -0.489, 4.688], [-0.601, -0.220, 4.128], [0.114, 1.608, 3.223], [-0.819, 3.108, 3.219], [2.328, -1.211, 3.027], [1.989, -0.298, 1.472], [2.829, 1.304, 1.800], [3.169, -1.046, 0.284], [4.227, -1.864, 0.678], [5.063, -2.438, -0.266], [4.850, -2.204, -1.617], [3.803, -1.390, -2.018], [2.954, -0.805, -1.083], [1.583, 0.329, -1.582], [2.657, 1.682, -2.243], [1.012, -0.458, -3.139], [2.134, -2.269, 2.852], [1.626, -0.858, 3.783], [3.346, -1.059, 3.392], [3.908, 1.160, 1.883], [2.441, 1.732, 2.725], [2.599, 1.990, 0.986], [4.405, -2.063, 1.727], [5.875, -3.082, 0.050], [5.495, -2.659, -2.359], [3.638, -1.215, -3.074], [3.470, 1.254, -2.831], [3.077, 2.249, -1.411], [2.050, 2.345, -2.856], [1.720, -0.313, -3.958], [0.052, -0.020, -3.408], [0.866, -1.523, -2.953], [-2.661, -0.602, -1.735], [-3.327, -2.716, -1.113], [-1.255, -3.974, -1.812], [0.423, -3.061, -0.208], [-3.905, 2.559, -2.451], [-2.571, 2.875, -2.455], [-2.137, 4.111, -2.390], [-0.826, 3.920, -2.345], [-0.499, 2.621, -2.390], [-1.629, 1.966, -2.473], [-4.389, 3.015, -3.210], [-4.004, 1.547, -2.439], [-0.117, 4.725, -2.270]], "charge": -1, "de_lowest_ev": 0.789}

***

| no. | total energy (eV) | orbital gap (eV) | strongest force on any atom (eV/A) |
| --- | --- | --- | --- |
| 1 | -26168.630 | 7.4 | 6.29 |
| 2 | -42606.874 | 9.8 | 1.07 |
| 3 | -385906.325 | 6.3 | 1.05 |